Entry 1:
91
Properties=species:S:1:pos:R:3:lowdin_charge:R:1 method="wB97M-V/def2-TZVPD" spin_multiplicity=5 lumo_energy_ev="2.5 / 2.5" gap_ev="7.055 / 4.593" de_lowest_kcal_mol=27.9 total_charge=-1
Mn 0.009 -0.310 0.023 0.1189
Cl 2.885 3.995 5.551 0.6150
C 2.411 3.264 4.049 -0.7043
C 1.636 2.114 4.072 -0.1403
C 1.270 1.558 2.868 -0.5444
Cl 0.295 0.125 2.751 0.7422
C 1.596 2.124 1.605 -0.5316
O 1.169 1.611 0.526 -0.3566
C 2.395 3.295 1.670 -0.5824
Cl 2.825 4.065 0.188 0.7123
C 2.804 3.855 2.860 -0.1554
H 1.321 1.687 5.011 0.1004
H 3.404 4.753 2.871 0.0972
C -6.036 -3.044 -1.034 -0.0754
C -4.595 -3.469 -1.259 -0.3493
O -3.828 -3.224 -0.097 -0.3702
P -2.359 -2.501 -0.202 -0.1210
S -1.748 -2.348 1.664 0.2732
S -2.460 -0.956 -1.435 0.3392
O -1.493 -3.629 -1.039 -0.3737
C -1.438 -4.970 -0.596 -0.3161
C -0.298 -5.688 -1.307 -0.0585
H -6.617 -3.220 -1.935 0.0693
H -6.079 -1.988 -0.790 0.0741
H -6.468 -3.608 -0.213 0.0710
H -4.166 -2.917 -2.102 0.0676
H -4.543 -4.543 -1.478 0.1096
H -2.391 -5.459 -0.837 0.1057
H -1.304 -4.999 0.493 0.0943
H -0.287 -5.403 -2.357 0.0678
H -0.439 -6.764 -1.223 0.0723
H 0.662 -5.427 -0.870 0.0547
C -3.588 6.050 -2.626 -0.2299
Ge -2.415 5.061 -1.333 0.7817
C -3.058 5.469 0.503 -0.2265
C -0.544 5.681 -1.517 -0.2183
C -2.397 3.096 -1.686 -0.5652
Se -1.324 2.228 -0.269 0.8955
C -2.838 1.689 0.838 -0.3921
H -3.551 7.113 -2.414 0.0024
H -4.621 5.727 -2.547 0.0032
H -3.262 5.898 -3.649 0.0029
H -2.973 6.534 0.704 0.0086
H -2.450 4.940 1.230 0.0034
H -4.096 5.181 0.642 0.0098
H -0.428 6.711 -1.196 0.0118
H -0.205 5.603 -2.545 0.0139
H 0.100 5.056 -0.905 -0.0204
H -1.880 2.893 -2.623 0.0068
H -3.370 2.614 -1.721 0.0086
H -3.374 2.567 1.199 0.0075
H -2.444 1.117 1.678 0.0019
H -3.488 1.059 0.234 -0.0212
C 1.579 -2.985 0.796 -0.1520
C 2.763 -2.395 0.025 -0.6623
C 3.527 -1.459 0.960 -0.0915
C 3.669 -3.551 -0.391 -0.0950
P 1.850 -1.328 -1.285 1.1420
C 1.452 -2.498 -2.659 -0.3369
C 2.286 -3.436 -3.263 -0.1070
C 1.850 -4.172 -4.352 -0.0977
C 0.583 -3.982 -4.875 -0.1050
C -0.251 -3.038 -4.301 -0.0783
C 0.187 -2.307 -3.212 -0.1451
C 3.108 -0.250 -2.248 -0.6639
C 4.473 -0.870 -2.520 -0.0846
C 2.420 0.107 -3.567 -0.1009
C 3.290 1.043 -1.459 -0.1368
H 1.900 -3.629 1.613 0.0952
H 0.940 -3.555 0.125 0.0462
H 0.970 -2.175 1.221 -0.0249
H 3.758 -1.971 1.895 0.0876
H 2.914 -0.584 1.184 0.0582
H 4.467 -1.132 0.521 0.0670
H 4.108 -3.985 0.509 0.0825
H 4.485 -3.233 -1.030 0.0607
H 3.096 -4.330 -0.885 0.0630
H 3.289 -3.603 -2.905 0.0758
H 2.517 -4.896 -4.806 0.0970
H 0.257 -4.568 -5.724 0.0953
H -1.241 -2.871 -4.701 0.1045
H -0.470 -1.571 -2.768 -0.0051
H 4.400 -1.785 -3.102 0.0603
H 4.996 -1.073 -1.589 0.0603
H 5.071 -0.158 -3.091 0.0834
H 2.391 -0.737 -4.255 0.0737
H 2.951 0.925 -4.051 0.0822
H 1.398 0.431 -3.367 0.0761
H 3.815 0.877 -0.524 0.0691
H 2.315 1.468 -1.224 0.0383
H 3.857 1.772 -2.037 0.0787

***

Entry 2:
85
Properties=species:S:1:pos:R:3:lowdin_charge:R:1 method="wB97M-V/def2-TZVPD" spin_multiplicity=4 lumo_energy_ev="-7.5 / -7.6" gap_ev="6.722 / 6.892" total_charge=+2
Cr -1.270 0.236 -0.692 0.3050
P -1.562 2.257 0.276 1.0103
P -1.415 -1.924 -1.340 1.0145
N -2.488 -0.409 0.866 -0.1729
C -2.708 1.873 1.689 -0.2703
H -2.590 2.565 2.541 0.1023
H -3.739 1.966 1.303 0.1003
C -2.440 0.413 2.063 -0.3131
H -1.462 0.346 2.610 0.1199
H -3.211 0.075 2.792 0.1394
C -2.362 -1.816 1.201 -0.3137
H -3.135 -2.105 1.950 0.1398
H -1.377 -2.074 1.674 0.1197
C -2.549 -2.659 -0.063 -0.2693
H -3.581 -2.531 -0.435 0.1025
H -2.368 -3.736 0.105 0.1022
C 0.153 -2.946 -1.192 -0.4926
C 1.345 -2.319 -1.936 -0.1039
H 2.276 -2.838 -1.645 0.0887
H 1.460 -1.251 -1.698 0.0094
H 1.234 -2.414 -3.029 0.0888
C -2.266 -2.282 -2.981 -0.5109
C -1.373 -1.932 -4.183 -0.0956
H -1.976 -1.919 -5.109 0.1011
H -0.578 -2.686 -4.318 0.0803
H -0.894 -0.946 -4.070 0.0551
C -2.472 3.572 -0.718 -0.5138
C -1.588 4.176 -1.822 -0.0945
H -2.210 4.752 -2.531 0.1011
H -1.047 3.402 -2.389 0.0553
H -0.844 4.872 -1.396 0.0802
C -0.056 3.008 1.110 -0.4926
C 1.153 3.118 0.166 -0.1082
H 2.058 3.362 0.751 0.0888
H 1.012 3.916 -0.582 0.0881
H 1.339 2.177 -0.373 0.0014
C -0.323 0.809 -2.087 -0.2297
C -2.903 -3.674 -3.130 -0.0891
H -2.143 -4.463 -3.244 0.0722
H -3.542 -3.935 -2.269 0.0751
H -3.538 -3.693 -4.035 0.1004
C -3.196 4.661 0.092 -0.0887
H -3.853 5.244 -0.581 0.1003
H -3.829 4.236 0.889 0.0750
H -2.488 5.366 0.555 0.0721
C -0.296 4.322 1.869 -0.0812
H 0.577 4.547 2.508 0.0976
H -0.420 5.169 1.172 0.0801
H -1.185 4.278 2.521 0.0776
C 0.011 -4.441 -1.518 -0.0804
H -0.077 -4.605 -2.606 0.0803
H 0.912 -4.983 -1.176 0.0967
H -0.863 -4.901 -1.027 0.0777
H 0.350 -2.845 -0.106 0.0804
H 0.172 2.216 1.851 0.0847
H -3.088 -1.540 -2.943 0.0922
H -3.246 2.949 -1.208 0.0741
O 0.358 1.176 -2.976 0.1689
H -4.226 0.761 -1.492 0.0844
H -3.789 0.803 -2.164 0.0651
N 0.505 -0.177 0.442 -0.3332
S 2.096 0.069 0.140 1.1075
C 2.718 0.847 1.653 -0.3878
C 3.871 1.632 1.487 -0.0922
C 4.464 2.271 2.573 -0.0428
C 3.914 2.127 3.846 -0.0386
C 2.772 1.339 4.029 -0.0387
C 2.172 0.695 2.938 -0.0732
C 2.917 -1.498 0.521 -0.3984
C 2.484 -2.453 1.452 -0.0735
C 3.230 -3.625 1.643 -0.0368
C 4.406 -3.841 0.917 -0.0384
C 4.848 -2.888 0.001 -0.0452
C 4.110 -1.724 -0.191 -0.0926
H 0.273 -0.631 1.328 0.0065
H 4.312 1.750 0.503 0.1193
H 5.351 2.875 2.425 0.1212
H 4.378 2.622 4.689 0.1191
H 2.355 1.226 5.020 0.1164
H 1.298 0.089 3.114 0.0960
H 1.581 -2.306 2.028 0.1005
H 2.898 -4.368 2.355 0.1163
H 4.981 -4.748 1.063 0.1198
H 5.760 -3.049 -0.562 0.1219
H 4.463 -0.990 -0.906 0.1184

***

Entry 3:
98
Properties=species:S:1:pos:R:3:lowdin_charge:R:1 method="wB97M-V/def2-TZVPD" spin_multiplicity=1 smiles="C[C@H](F)C1=CC(=O)C(COO)=CC1=O.CCOC(=O)OC.CCOC(=O)OC.CCOC(=O)OC.CCOC(=O)OC.CCOC(=O)OC" lumo_energy_ev=-1.2 gap_ev=8.944 de_lowest_kcal_mol=5.0 total_charge=0
C 0.448 -1.984 1.811 -0.0147
C -0.017 -0.694 1.151 -0.3171
F 0.209 0.316 2.073 -0.0075
C -1.511 -0.783 0.915 -0.0758
C -2.021 -1.753 0.150 0.0679
C -3.499 -1.780 0.007 -0.3109
O -4.062 -2.027 -1.044 0.1066
C -4.241 -1.426 1.261 -0.1028
C -5.486 -2.194 1.618 -0.1493
O -6.043 -1.713 2.814 -0.1337
O -7.155 -0.855 2.545 0.0013
C -3.741 -0.448 2.016 0.0889
C -2.476 0.188 1.549 -0.2979
O -2.258 1.383 1.620 0.1338
H 0.471 -2.773 1.065 0.0804
H 1.406 -1.852 2.296 0.0871
H -0.288 -2.288 2.547 0.0909
H 0.530 -0.486 0.239 0.1521
H -1.414 -2.498 -0.334 0.1289
H -5.191 -3.227 1.807 0.1408
H -6.208 -2.235 0.807 0.1249
H -6.876 -0.311 1.795 0.0939
H -4.197 -0.133 2.940 0.1375
C 2.811 2.978 0.283 -0.0554
C 2.879 2.851 -1.224 -0.2031
O 4.231 2.704 -1.683 0.0199
C 4.765 1.496 -1.521 -0.6094
O 4.219 0.532 -1.052 0.1212
O 6.021 1.540 -1.969 0.0022
C 6.753 0.327 -1.786 -0.0373
H 3.452 3.791 0.627 0.0812
H 1.787 3.177 0.600 0.0829
H 3.149 2.066 0.771 0.0737
H 2.507 3.761 -1.690 0.1206
H 2.270 2.022 -1.586 0.1214
H 6.219 -0.521 -2.209 0.0948
H 6.944 0.161 -0.727 0.0988
H 7.698 0.453 -2.306 0.0931
C 6.007 5.279 -2.858 -0.0615
C 4.802 5.550 -3.727 -0.2019
O 3.990 6.614 -3.203 0.0389
C 4.453 7.844 -3.409 -0.6151
O 5.457 8.138 -4.003 0.1234
O 3.605 8.703 -2.842 0.0041
C 4.014 10.070 -2.923 -0.0416
H 5.700 5.094 -1.828 0.0740
H 6.554 4.409 -3.222 0.0835
H 6.687 6.131 -2.850 0.0716
H 4.157 4.673 -3.747 0.1134
H 5.088 5.770 -4.756 0.1248
H 4.228 10.354 -3.950 0.0952
H 4.889 10.239 -2.296 0.0973
H 3.186 10.665 -2.550 0.0924
C -4.134 -8.728 3.837 -0.0649
C -3.201 -9.208 2.745 -0.2095
O -3.544 -8.651 1.468 0.0416
C -3.171 -7.389 1.276 -0.6125
O -2.564 -6.699 2.052 0.1204
O -3.585 -7.015 0.064 0.0138
C -3.309 -5.650 -0.243 -0.0400
H -5.171 -8.926 3.565 0.0825
H -3.911 -9.234 4.776 0.0806
H -4.035 -7.654 3.994 0.0742
H -3.292 -10.286 2.625 0.1222
H -2.160 -8.989 2.981 0.1233
H -2.255 -5.420 -0.101 0.0938
H -3.926 -4.996 0.373 0.0835
H -3.567 -5.499 -1.287 0.0993
C -11.154 -5.045 -3.081 -0.0661
C -9.914 -5.898 -2.913 -0.2124
O -8.730 -5.206 -3.336 0.0382
C -8.263 -4.300 -2.480 -0.6137
O -8.724 -4.038 -1.399 0.1198
O -7.186 -3.734 -3.022 0.0145
C -6.622 -2.682 -2.230 -0.0427
H -11.232 -4.684 -4.107 0.0816
H -12.047 -5.622 -2.840 0.0797
H -11.122 -4.174 -2.427 0.0743
H -9.978 -6.778 -3.550 0.1215
H -9.799 -6.241 -1.886 0.1231
H -6.423 -3.024 -1.222 0.0638
H -7.298 -1.826 -2.216 0.1062
H -5.691 -2.396 -2.696 0.0788
C 6.836 3.748 4.887 -0.0652
C 7.741 3.280 3.767 -0.2129
O 7.335 3.811 2.497 0.0349
C 7.666 5.083 2.278 -0.6141
O 8.282 5.796 3.025 0.1258
O 7.196 5.427 1.080 0.0030
C 7.412 6.796 0.732 -0.0328
H 5.795 3.516 4.657 0.0817
H 7.108 3.261 5.823 0.0800
H 6.910 4.825 5.026 0.0747
H 7.677 2.199 3.663 0.1208
H 8.783 3.533 3.961 0.1233
H 8.461 7.070 0.824 0.0975
H 6.799 7.445 1.356 0.1006
H 7.106 6.907 -0.305 0.0798

***

Entry 4:
89
Properties=species:S:1:pos:R:3:lowdin_charge:R:1 method="wB97M-V/def2-TZVPD" spin_multiplicity=1 lumo_energy_ev=-0.7 gap_ev=8.276 total_charge=0
C 3.134 -1.783 3.877 -0.1182
C 3.759 -0.950 2.742 -0.2333
C 2.743 -0.298 1.751 -0.2050
C 1.277 -0.268 2.221 -0.2164
C 1.029 0.876 3.244 -0.1970
C -0.360 1.515 3.011 -0.2084
C -1.416 0.690 3.802 -0.2527
C -2.843 1.076 3.327 -0.2083
C -3.648 -0.179 2.862 -0.1322
C -4.997 -0.418 3.528 -0.1927
C -5.244 -0.501 4.898 -0.6465
I -3.681 -0.318 6.292 0.9998
C -6.531 -0.742 5.351 -0.7264
I -6.965 -0.860 7.420 0.8509
C -7.584 -0.920 4.501 -0.1017
C -7.363 -0.864 3.165 -0.0928
C -6.082 -0.607 2.715 -0.0516
C -6.188 -0.610 1.200 -0.3283
O -5.455 -0.158 0.356 0.1247
N -7.445 -1.250 0.849 0.1365
C -8.314 -1.046 2.000 -0.3446
O -9.515 -1.008 1.976 0.1503
H 3.927 -2.421 4.283 0.0670
H 2.348 -2.462 3.549 0.0656
H 2.824 -1.135 4.699 0.0655
H 4.396 -1.612 2.153 0.0892
H 4.360 -0.165 3.204 0.0996
H 2.788 -0.814 0.788 0.0972
H 3.051 0.740 1.604 0.0977
H 0.683 -0.010 1.336 0.1012
H 0.901 -1.231 2.566 0.0943
H 1.821 1.626 3.217 0.1072
H 0.997 0.431 4.244 0.0980
H -0.406 2.560 3.329 0.1107
H -0.668 1.469 1.963 0.0980
H -1.180 -0.359 3.607 0.0973
H -1.264 0.870 4.866 0.0626
H -3.395 1.582 4.121 0.0703
H -2.762 1.773 2.494 0.1029
H -3.867 -0.024 1.806 0.0899
H -3.069 -1.105 2.903 0.1241
H -8.571 -1.134 4.891 0.1119
H -7.228 -2.249 0.919 0.1561
C 5.651 -2.937 -3.628 -0.1137
O 6.528 -1.988 -3.063 -0.2009
C 5.851 -0.966 -2.350 -0.2005
C 6.705 -0.439 -1.217 -0.1798
O 6.768 -1.294 -0.082 -0.1322
C 7.501 -2.505 -0.217 -0.1814
C 9.003 -2.320 -0.287 -0.2011
O 9.401 -1.840 -1.560 -0.2010
C 10.532 -1.000 -1.502 -0.1143
H 5.046 -2.485 -4.423 0.0883
H 6.253 -3.737 -4.054 0.0882
H 4.993 -3.367 -2.864 0.0868
H 4.904 -1.341 -1.944 0.1232
H 5.636 -0.150 -3.053 0.1285
H 6.235 0.478 -0.852 0.1270
H 7.703 -0.167 -1.561 0.1186
H 7.134 -3.099 -1.055 0.1193
H 7.282 -3.070 0.692 0.1266
H 9.490 -3.292 -0.126 0.1278
H 9.317 -1.631 0.505 0.1262
H 10.356 -0.155 -0.825 0.0872
H 10.709 -0.608 -2.502 0.0883
H 11.416 -1.557 -1.174 0.0881
C -5.891 2.723 -1.979 -0.1115
O -4.628 2.671 -2.605 -0.1990
C -3.925 1.472 -2.318 -0.2028
C -3.016 1.094 -3.468 -0.1795
O -3.688 0.525 -4.585 -0.1248
C -4.496 1.384 -5.376 -0.1823
C -3.717 2.363 -6.229 -0.2021
O -3.204 3.429 -5.447 -0.2003
C -1.972 3.919 -5.927 -0.1165
H -5.785 2.789 -0.891 0.0847
H -6.406 3.613 -2.339 0.0867
H -6.494 1.846 -2.237 0.0900
H -4.623 0.652 -2.123 0.1145
H -3.322 1.644 -1.416 0.1263
H -2.346 0.307 -3.111 0.1264
H -2.386 1.932 -3.773 0.1178
H -5.245 1.894 -4.767 0.1195
H -5.037 0.719 -6.053 0.1269
H -4.389 2.793 -6.984 0.1271
H -2.907 1.829 -6.739 0.1253
H -1.230 3.114 -5.989 0.0867
H -1.611 4.665 -5.221 0.0877
H -2.093 4.386 -6.910 0.0876

***

Entry 5:
87
Properties=species:S:1:pos:R:3:lowdin_charge:R:1 method="wB97M-V/def2-TZVPD" spin_multiplicity=3 lumo_energy_ev="-3.1 / -3.1" gap_ev="4.428 / 5.644" total_charge=+1
Ti -0.283 -1.170 -0.834 0.2708
C -4.082 1.844 0.596 -0.1363
C -3.272 0.988 -0.355 -0.5318
C -4.083 0.717 -1.635 -0.1173
P -2.442 -0.580 0.345 1.0691
C -3.842 -1.607 1.218 -0.4908
C -5.007 -0.959 2.049 -0.1135
C -4.329 -2.663 0.200 -0.1373
C -1.236 0.081 1.661 -0.2616
C -1.498 1.229 2.471 -0.0882
C -0.446 2.073 2.826 -0.1144
C 0.884 1.720 2.542 -0.1101
C 1.189 0.483 2.020 -0.0549
C 0.141 -0.398 1.607 -0.3579
N 0.371 -1.631 1.029 -0.1259
C 1.405 -2.494 1.322 -0.2895
C 1.883 -2.864 2.597 -0.0318
C 3.041 -3.601 2.782 -0.1019
C 3.755 -4.001 1.704 -0.1109
C 3.245 -3.871 0.395 -0.0736
C 2.053 -3.120 0.167 -0.2949
P 1.194 -3.012 -1.406 1.0311
C 0.665 -4.731 -1.876 -0.5359
C -0.601 -5.188 -1.070 -0.0992
C 1.753 -5.735 -1.644 -0.1515
C 2.342 -2.265 -2.736 -0.5285
C 3.466 -1.471 -2.083 -0.1536
C 2.848 -3.234 -3.809 -0.1142
H -5.152 1.890 0.239 0.0874
H -3.671 2.869 0.697 0.0810
H -4.236 1.402 1.612 0.0361
H -2.353 1.553 -0.592 0.0840
H -5.151 0.376 -1.485 0.0933
H -3.565 -0.011 -2.244 0.0395
H -4.195 1.683 -2.193 0.0930
H -3.189 -2.179 1.924 0.0979
H -5.799 -0.449 1.481 0.0744
H -4.614 -0.203 2.740 0.0498
H -5.487 -1.691 2.722 0.0816
H -3.879 -2.546 -0.831 0.0592
H -5.441 -2.571 0.191 0.0781
H -4.052 -3.663 0.602 0.0777
H -2.501 1.318 2.881 0.0932
H -0.618 3.003 3.357 0.0871
H 1.640 2.446 2.836 0.0918
H 2.162 0.016 2.027 0.1133
H 1.285 -2.404 3.414 0.1264
H 3.364 -3.846 3.809 0.1194
H 4.740 -4.397 1.855 0.0963
H 3.731 -4.440 -0.407 0.1001
H 0.473 -4.732 -2.971 0.1061
H -0.500 -5.015 0.007 0.0752
H -0.735 -6.304 -1.250 0.0997
H -1.492 -4.634 -1.444 0.0618
H 1.867 -5.884 -0.570 0.0789
H 2.728 -5.447 -2.054 0.0610
H 1.543 -6.708 -2.110 0.0904
H 1.594 -1.591 -3.254 0.0781
H 4.405 -2.082 -1.983 0.0921
H 3.212 -1.105 -1.088 0.0343
H 3.679 -0.545 -2.716 0.0953
H 3.713 -3.751 -3.380 0.0667
H 3.171 -2.670 -4.702 0.0877
H 2.097 -4.016 -4.114 0.0764
O -1.541 -1.644 -2.404 -0.2726
H -1.808 -2.497 -2.769 0.0718
H -1.264 -1.033 -3.231 0.0340
Se 0.897 0.967 -1.508 0.5969
C -0.126 0.720 -3.155 -0.6700
N -0.653 0.241 -4.090 0.0337
N 1.863 8.001 0.597 0.0415
C 2.986 6.981 0.751 -0.0922
C 2.366 5.643 0.304 -0.1911
N 1.169 5.267 1.017 -0.0585
C 0.134 6.276 1.004 -0.1955
C 0.619 7.649 1.450 -0.0734
H 1.656 7.971 -0.401 0.1657
H 2.203 8.959 0.810 0.1903
H 3.335 7.039 1.794 0.1359
H 3.816 7.342 0.122 0.1369
H 3.075 4.804 0.212 0.1403
H 2.012 5.809 -0.749 0.1356
H 1.362 4.868 1.936 0.1188
H -0.759 5.921 1.536 0.1383
H -0.162 6.374 -0.079 0.1414
H 1.018 7.669 2.460 0.1304
H -0.090 8.462 1.303 0.1319